{
  "formula": "C22H58N7O6P3",
  "method": "ωB97M-V/def2-TZVPD",
  "symbols": ["P", "P", "P", "O", "O", "O", "O", "O", "O", "N", "N", "N", "N", "N", "N", "N", "C", "C", "C", "C", "C", "C", "C", "C", "C", "C", "C", "C", "C", "C", "C", "C", "C", "C", "C", "C", "C", "C", "H", "H", "H", "H", "H", "H", "H", "H", "H", "H", "H", "H", "H", "H", "H", "H", "H", "H", "H", "H", "H", "H", "H", "H", "H", "H", "H", "H", "H", "H", "H", "H", "H", "H", "H", "H", "H", "H", "H", "H", "H", "H", "H", "H", "H", "H", "H", "H", "H", "H", "H", "H", "H", "H", "H", "H", "H", "H"],
  "xyz": [[-6.6402, 5.7005, 0.8331], [2.2610, -2.8460, 3.5115], [3.3215, -1.3017, -3.2024], [-4.3253, 4.5133, 0.3684], [-1.2986, 4.6704, -0.6107], [-3.4737, 2.6223, -0.5597], [-6.0280, 3.8274, -1.0911], [1.5845, -2.1497, 2.3353], [2.7740, -0.3168, -2.1797], [2.6244, -0.5308, -4.5826], [2.3839, -2.6551, -2.6379], [1.1956, -2.2022, 4.7124], [3.7162, -1.8953, 3.3444], [-8.0438, 5.3589, 1.4867], [3.1064, -3.8468, 4.6518], [4.2852, -2.3895, -4.1483], [-3.5056, 3.7947, -0.4776], [1.0715, -2.9431, -3.1918], [2.0929, -1.1383, -5.7792], [-0.1719, -2.7139, 4.6632], [4.2987, -3.5656, 5.4196], [-7.3647, 3.3294, -1.2668], [-7.4398, 1.7962, -1.5174], [0.8041, 3.5491, -0.1993], [5.4878, -1.8216, -4.7524], [4.1391, -1.7165, 1.9543], [-5.7205, 4.1606, 0.2322], [-0.2153, 4.0051, -1.2872], [3.9830, -3.7284, -4.6010], [2.4221, -5.0711, 5.0592], [-8.1363, 0.9944, -0.3656], [3.8663, -0.6247, 4.0339], [1.0355, 2.0182, -0.3011], [1.5081, -1.7505, 6.0474], [-5.9592, 2.9821, 1.2159], [3.1548, 0.7962, -4.8843], [2.3010, -2.7366, -1.1764], [-2.5223, 4.6310, -1.3264], [3.3009, 1.3756, -3.9710], [-6.4651, 1.3697, -1.7865], [-2.4272, 4.1974, -2.3319], [-8.6826, 1.6761, 0.3034], [3.2559, -2.4887, -0.7144], [-5.7042, 2.0279, 0.7435], [5.1114, -3.1971, 4.7973], [-8.7557, 5.8637, 0.9584], [2.0479, -3.7533, -0.8630], [-5.2426, 3.1124, 2.0389], [0.2329, 4.7217, -1.9931], [1.9237, -4.9488, 6.0287], [1.4174, -0.4417, -6.2822], [-0.8655, -2.0437, 5.1753], [-5.7895, 6.2840, 1.8092], [2.8715, -1.4198, -6.5043], [4.7548, -0.0981, 3.6794], [3.1146, -5.9132, 5.1280], [0.4115, 3.7453, 0.8054], [4.1109, -2.8498, 6.2246], [3.6448, -4.3701, -3.7901], [6.3322, -2.5120, -4.6887], [1.1407, -3.3660, -4.1967], [-8.0470, 3.5880, -0.4477], [-7.3586, 0.4756, 0.2077], [-6.9706, 2.9841, 1.6383], [-6.6896, 6.6181, -0.2499], [-8.0813, 1.6369, -2.3998], [-0.5212, -2.7964, 3.6326], [1.5998, -2.5733, 6.7727], [3.5741, -0.9229, 1.4528], [-8.8896, 0.2963, -0.7494], [-7.7499, 3.8114, -2.1781], [1.6634, -5.3518, 4.3256], [0.7200, -1.0854, 6.4090], [2.4646, 1.3670, -5.5094], [-2.8670, 5.6699, -1.4625], [-0.2485, -3.7081, 5.1254], [1.6059, 1.7736, -1.2058], [5.7900, -0.9119, -4.2292], [1.7203, 4.1230, -0.3977], [1.5427, -2.0594, -0.7715], [4.1216, 0.7372, -5.4036], [4.0400, -0.7628, 5.1028], [1.4838, -2.0155, -5.5755], [4.0096, -2.6355, 1.3822], [2.4152, -1.1540, 6.0929], [-0.6168, 3.1071, -1.7820], [5.3253, -1.5653, -5.8066], [4.6802, -4.4773, 5.8889], [4.8786, -4.2118, -5.0024], [2.9992, 0.0326, 3.8869], [0.0685, 1.4967, -0.3287], [3.2348, -3.7349, -5.3989], [0.5683, -3.7144, -2.6054], [5.2010, -1.4575, 1.9109], [1.5963, 1.6996, 0.5881], [0.4255, -2.0557, -3.2130]],
  "mulliken_charge": [0.171, 0.878, 0.735, -0.345, -0.364, -0.493, -0.403, -0.799, -0.688, 0.151, 0.219, 0.165, 0.186, -0.736, 0.043, 0.025, 0.683, -1.152, -0.822, -1.077, -0.830, -0.525, -0.449, -0.456, -1.096, -1.177, 1.015, -0.440, -0.836, -1.076, -1.045, -1.172, -0.929, -0.833, -1.492, -1.085, -1.159, -0.687, 0.248, 0.280, 0.349, 0.273, 0.198, 0.240, 0.276, 0.231, 0.442, 0.460, 0.308, 0.298, 0.368, 0.386, 0.086, 0.235, 0.405, 0.390, 0.324, 0.259, 0.270, 0.379, 0.299, 0.337, 0.278, 0.483, 0.105, 0.381, 0.253, 0.234, 0.337, 0.327, 0.324, 0.332, 0.369, 0.385, 0.298, 0.308, 0.196, 0.337, 0.271, 0.384, 0.312, 0.320, 0.160, 0.306, 0.164, 0.365, 0.303, 0.363, 0.369, 0.301, 0.311, 0.256, 0.412, 0.437, 0.283, 0.291],
  "smiles": "CCCOCC(=O)O[C@](C)(OCCC)[PH2]=N.CN(C)P(=O)(N(C)C)N(C)C.CN(C)P(=O)(N(C)C)N(C)C",
  "orbital_gap_ev": 7.49,
  "energy_ha": -2731.56031,
  "lumo_ev": -0.4,
  "molar_mass_g_mol": 609.671
}

***

{
  "formula": "C22H59BCrF7N3O9",
  "method": "ωB97M-V/def2-TZVPD",
  "symbols": ["Cr", "F", "F", "F", "F", "F", "F", "F", "O", "O", "O", "O", "O", "O", "O", "O", "O", "N", "N", "N", "C", "C", "C", "C", "C", "C", "C", "C", "C", "C", "C", "C", "C", "C", "C", "C", "C", "C", "C", "C", "C", "C", "B", "H", "H", "H", "H", "H", "H", "H", "H", "H", "H", "H", "H", "H", "H", "H", "H", "H", "H", "H", "H", "H", "H", "H", "H", "H", "H", "H", "H", "H", "H", "H", "H", "H", "H", "H", "H", "H", "H", "H", "H", "H", "H", "H", "H", "H", "H", "H", "H", "H", "H", "H", "H", "H", "H", "H", "H", "H", "H", "H"],
  "xyz": [[-19.0187, -23.3603, 15.2220], [-19.0329, -20.1003, 16.8250], [-20.7146, -19.3562, 15.4530], [-22.7343, -24.3420, 18.2064], [-19.9131, -21.5884, 15.3627], [-21.9942, -26.2955, 18.7823], [-20.9764, -24.5154, 19.4276], [-18.6704, -19.7929, 14.6118], [-24.7787, -21.2109, 15.8195], [-20.2487, -23.9487, 16.6552], [-21.3349, -25.7555, 16.0666], [-18.9492, -15.4760, 17.8120], [-18.0781, -22.4476, 13.6295], [-19.5526, -21.3435, 11.4919], [-15.2106, -21.1916, 15.5973], [-18.6968, -22.1715, 19.0169], [-20.4071, -23.8800, 13.6792], [-17.5878, -22.5849, 16.5089], [-23.1562, -17.8612, 15.5426], [-20.4450, -18.7130, 18.7958], [-14.8147, -19.6884, 17.4726], [-15.7249, -23.8318, 17.5579], [-21.6264, -25.0769, 18.3912], [-17.4326, -22.7788, 19.0150], [-20.5774, -20.4347, 11.8757], [-19.6861, -16.6828, 17.6936], [-16.5735, -23.2409, 11.9096], [-16.6811, -22.4970, 13.2508], [-19.3220, -22.1966, 20.2761], [-18.1092, -17.9598, 19.2224], [-21.7895, -23.4259, 13.6786], [-19.5720, -17.5495, 18.9508], [-23.9570, -19.0372, 15.1487], [-20.7012, -25.1253, 17.1823], [-22.4534, -27.4172, 14.8178], [-15.4617, -19.8665, 16.1257], [-19.6226, -14.4600, 18.5159], [-23.8318, -20.2035, 16.1297], [-21.5187, -27.1657, 16.0074], [-17.2067, -23.4680, 17.6651], [-25.0259, -22.0798, 16.9081], [-23.6546, -19.4253, 13.7218], [-19.6278, -20.1931, 15.5448], [-24.0236, -20.4057, 13.4247], [-19.4076, -21.3025, 10.5425], [-20.3069, -21.7376, 20.2429], [-23.9094, -19.8695, 17.1699], [-21.9848, -27.5827, 16.9012], [-17.2710, -22.8024, 11.2005], [-13.7282, -19.6832, 17.5466], [-21.5956, -20.7921, 11.6995], [-22.1713, -18.1120, 15.4449], [-25.5920, -21.6028, 17.7099], [-18.4440, -21.9190, 12.8830], [-16.6844, -22.2488, 16.1360], [-23.3994, -26.9168, 15.0188], [-22.4680, -24.1930, 14.0470], [-20.7461, -16.5531, 17.4608], [-15.1423, -19.1541, 15.3635], [-19.4884, -23.2075, 20.6647], [-20.4858, -19.4650, 11.3859], [-15.1160, -22.9311, 17.6263], [-22.0755, -23.1531, 12.6637], [-19.0403, -13.5457, 18.6269], [-16.2916, -21.4824, 13.1926], [-20.0979, -19.2448, 17.9904], [-17.9099, -21.7374, 16.9990], [-19.9866, -16.9544, 19.7692], [-16.7615, -24.3027, 12.0823], [-22.5641, -19.3837, 13.6206], [-14.3672, -21.1720, 15.1368], [-16.6469, -22.0290, 19.1808], [-16.1031, -23.0620, 13.9810], [-23.2573, -17.7879, 16.5538], [-15.2221, -20.3211, 18.2658], [-19.8997, -25.8140, 17.4934], [-19.9738, -14.7249, 19.5167], [-19.2039, -17.1977, 16.8596], [-21.9891, -26.9768, 13.9343], [-15.1327, -18.7222, 17.8841], [-24.0081, -18.6810, 13.0070], [-17.3001, -23.4910, 19.8346], [-20.4923, -14.1405, 17.9292], [-18.7067, -21.7392, 21.0597], [-20.5131, -20.2683, 12.9500], [-20.5661, -27.6861, 15.8652], [-15.5552, -24.1884, 16.5359], [-16.5389, -19.7160, 16.2170], [-15.5589, -23.2476, 11.5107], [-15.4398, -24.6110, 18.2594], [-22.8217, -20.6350, 16.0626], [-17.7811, -24.3978, 17.6837], [-22.6318, -28.4799, 14.6700], [-18.0178, -18.5280, 20.1509], [-20.3709, -24.5849, 13.0224], [-24.9742, -18.6523, 15.2760], [-17.7584, -18.5290, 18.3620], [-17.4576, -17.0947, 19.3660], [-24.0675, -22.4790, 17.2541], [-25.5854, -22.9321, 16.5230], [-21.8558, -22.5540, 14.3230], [-20.2817, -19.3300, 19.5842]],
  "lowdin_spin": [2.933, 0.001, -0.001, 0.000, 0.011, -0.001, 0.000, 0.000, 0.000, 0.046, 0.003, 0.000, 0.022, 0.000, 0.000, 0.000, 0.010, -0.036, 0.000, 0.000, 0.000, 0.000, -0.004, -0.001, 0.000, 0.000, 0.000, 0.003, 0.000, 0.000, 0.002, 0.000, 0.000, 0.003, 0.000, 0.000, 0.000, 0.000, 0.001, 0.001, 0.000, 0.000, 0.001, 0.000, 0.000, 0.000, 0.000, 0.000, 0.000, 0.000, 0.000, 0.000, 0.000, 0.000, 0.000, 0.000, 0.001, 0.000, 0.000, 0.000, 0.000, 0.000, 0.000, 0.000, 0.000, 0.000, 0.002, 0.000, 0.000, 0.000, 0.000, 0.000, 0.000, 0.000, 0.000, 0.001, 0.000, 0.000, 0.000, 0.000, 0.000, 0.000, 0.000, 0.000, 0.000, 0.000, 0.000, 0.000, 0.000, 0.000, 0.000, -0.001, 0.000, 0.000, 0.001, 0.000, 0.000, 0.000, 0.000, 0.000, 0.000, 0.000],
  "charge": 1,
  "multiplicity": 4,
  "orbital_gap_ev": [4.30, 5.57],
  "energy_ha": -3483.36480,
  "lumo_ev": [-6.2, -5.0],
  "molar_mass_g_mol": 705.520
}